# 1
Molecular formula: C5H7N
Method: DFT, ωB97M-V/def2-TZVPD

Structure (XYZ):
```
13
Properties=species:S:1:pos:R:3:nbo_charge:R:1
C -0.60976 -0.47593 1.63282 -0.016
C -2.28124 -0.54353 -0.17161 -0.302
C 0.93151 -0.80668 -1.53232 -0.295
C 0.72412 0.30881 -1.10260 0.030
C 0.60720 1.62772 -0.44660 -0.716
N -1.58311 -0.49658 0.90619 -0.292
H -3.33505 -0.27433 -0.13248 0.201
H -1.70648 -0.71988 -1.07633 0.213
H 0.64447 -1.60471 -2.09674 0.222
H -0.17094 -1.30753 2.26576 0.203
H 0.71038 1.56466 0.65330 0.267
H -0.33366 2.10758 -0.87021 0.247
H 1.50105 2.28471 -0.84673 0.238
```

Computed properties:
HOMO energy	-7.9	eV
orbital gap	8.90	eV
energy above the lowest of the compared OMol25 structures with the same formula, charge and spin	518.06	kJ/mol
lowest unoccupied orbital energy	0.0371	Eh

# 2
Molecular formula: C49H60NO29P
Method: DFT, ωB97M-V/def2-TZVPD

Structure (XYZ):
```
140
Properties=species:S:1:pos:R:3:mulliken_charge:R:1
C 3.29840 0.68685 0.73061 -1.280
C 2.60259 0.28471 -0.64944 0.868
C 3.12204 -0.67213 -1.57976 0.383
C 4.51078 -1.41798 -1.32625 -0.892
C 5.79366 -0.44244 -1.29004 -0.463
C 6.43351 -0.18352 -2.76140 0.431
N 7.61423 -1.07287 -3.01523 -0.563
C 2.30009 -1.01285 -2.92861 0.155
O 2.89417 -1.30087 -3.99953 -0.566
C 0.69815 -0.91500 -2.79682 0.375
C -0.29907 -1.79140 -3.58627 -0.944
C -1.84273 -1.59623 -3.33148 0.371
P -3.13230 -2.69137 -4.23626 0.026
C -2.81211 -4.42438 -3.46455 -0.631
C -4.88955 -2.26809 -3.57791 -0.877
C -2.42007 -0.55427 -2.33695 -0.651
C -1.38152 0.34778 -1.57034 0.229
C -2.03847 1.44320 -0.58910 0.322
C -2.00440 1.35227 0.95682 -0.268
C -2.74427 2.49319 1.74735 -0.476
C -3.48479 3.66237 1.00695 -0.347
C -3.47290 3.75657 -0.55221 -0.496
C -2.74939 2.63605 -1.33306 -0.399
C 0.13623 0.15586 -1.77885 0.099
C 1.20593 1.02865 -0.97805 0.207
O 1.03346 2.20647 -0.58250 -0.595
H 3.38873 1.82826 0.74275 0.291
H 2.63431 0.34793 1.60789 0.321
H 4.34638 0.26150 0.87262 0.326
H 4.69117 -2.17774 -2.17586 0.101
H 4.39930 -2.03955 -0.35597 0.412
H 6.58004 -0.83219 -0.53498 0.253
H 5.48253 0.59128 -0.89448 0.200
H 6.83957 0.89929 -2.72534 -0.462
H 5.64111 -0.19716 -3.58295 0.125
H 7.67454 -1.68957 -2.19235 0.274
H 8.47838 -0.50184 -3.03394 0.197
H 0.08750 -2.56356 -4.33842 0.388
H -3.07628 -4.28977 -2.34488 0.092
H -3.43211 -5.25126 -3.96611 0.270
H -1.68240 -4.58530 -3.50090 0.340
H -5.29773 -1.30200 -4.02288 0.336
H -4.81839 -2.23397 -2.42152 0.197
H -5.53756 -3.18022 -3.85093 0.312
H -3.52888 -0.40943 -2.13551 0.329
H -1.49621 0.49210 1.49750 0.405
H -2.79587 2.52823 2.89119 0.346
H -4.05680 4.48588 1.56070 0.328
H -3.98288 4.57569 -1.15608 0.315
H -2.74705 2.67526 -2.48494 0.339
O 9.84431 1.29693 -1.88216 -0.517
C 10.75076 0.51361 -1.94447 0.583
O 12.05591 0.86040 -2.10180 -0.321
C 12.82813 -0.31555 -1.90071 -0.333
C 11.85633 -1.41368 -2.20821 -0.326
O 10.60269 -0.83647 -1.86760 -0.275
H 13.69556 -0.32856 -2.56213 0.302
H 13.17247 -0.33909 -0.86271 0.258
H 11.84644 -1.67985 -3.26904 0.289
H 12.04309 -2.31281 -1.61935 0.278
O -4.41670 0.34982 3.46860 -0.545
C -5.29319 1.11921 3.76030 0.707
O -5.10722 2.45182 3.99334 -0.332
C -6.39828 3.04312 4.07947 -0.305
C -7.27329 1.89191 4.46706 0.172
O -6.60066 0.77350 3.90215 -0.342
H -6.40964 3.84130 4.81948 0.258
H -6.66167 3.46019 3.10249 0.300
H -7.33583 1.75377 5.55492 -0.083
H -8.28337 1.98301 4.06300 0.332
O -5.01372 -6.38819 -3.25306 -0.516
C -5.24733 -6.45536 -2.07780 0.530
O -4.87091 -5.51779 -1.16600 -0.217
C -5.52180 -5.83807 0.05633 -0.218
C -5.79280 -7.30490 -0.07935 -0.324
O -5.92170 -7.47743 -1.48543 -0.346
H -4.88073 -5.60926 0.90883 0.290
H -6.43939 -5.24820 0.13358 0.233
H -4.96098 -7.91962 0.27775 0.255
H -6.70491 -7.60933 0.43594 0.263
O -8.01672 -6.82843 2.62155 -0.538
C -7.46234 -6.13107 3.42392 0.654
O -7.43385 -6.37171 4.76207 -0.322
C -6.50106 -5.46246 5.33110 -0.298
C -6.47050 -4.34308 4.33551 -0.280
O -6.78053 -4.99537 3.11061 -0.274
H -6.83069 -5.13437 6.31795 0.292
H -5.53348 -5.96351 5.42815 0.265
H -7.23254 -3.58416 4.53455 0.226
H -5.49427 -3.85892 4.28210 0.279
O -6.95697 2.09881 7.38221 -0.556
C -6.58783 3.16874 7.78607 0.599
O -6.39750 4.26424 7.00376 -0.279
C -6.18692 5.36949 7.87383 -0.432
C -5.69199 4.71958 9.12908 -0.392
O -6.30581 3.43771 9.08854 -0.293
H -5.46145 6.06528 7.45005 0.358
H -7.13709 5.89138 8.01845 0.267
H -4.60577 4.59151 9.13458 0.275
H -5.98881 5.26496 10.02596 0.301
O 7.31562 -5.41170 -7.10099 -0.539
C 6.29463 -4.94937 -6.67701 0.642
O 6.10803 -3.63294 -6.38855 -0.313
C 4.72091 -3.45317 -6.13463 0.122
C 4.27159 -4.82235 -5.72593 -0.283
O 5.17082 -5.67538 -6.42072 -0.340
H 4.56224 -2.71107 -5.35060 -0.059
H 4.23527 -3.10971 -7.05273 0.226
H 4.37921 -4.99485 -4.65084 0.249
H 3.23966 -5.02640 -6.01573 0.305
O -7.17264 -3.42013 10.69354 -0.525
C -6.84893 -2.32371 10.33710 0.589
O -7.33085 -1.16715 10.87123 -0.342
C -6.54565 -0.10509 10.34648 -0.181
C -6.01201 -0.67933 9.07028 -0.123
O -5.95203 -2.07243 9.34374 -0.334
H -7.15531 0.78429 10.18067 0.192
H -5.75317 0.13562 11.06149 0.249
H -6.68402 -0.51388 8.22363 0.180
H -5.02392 -0.29041 8.81944 0.284
O 5.94724 4.50217 -5.09940 -0.543
C 6.59116 4.49386 -4.08825 0.521
O 6.36402 3.65830 -3.03979 -0.180
C 7.46220 3.79955 -2.14761 -0.039
C 7.98878 5.16362 -2.47271 -0.384
O 7.64419 5.32139 -3.84217 -0.332
H 7.13312 3.71574 -1.11061 0.333
H 8.18946 3.00966 -2.35437 0.082
H 7.49959 5.95123 -1.89172 0.270
H 9.06811 5.23824 -2.33188 0.304
O 2.33424 9.59712 -6.90668 -0.532
C 3.24115 8.81656 -6.96913 0.653
O 4.54742 9.16673 -7.13003 -0.335
C 5.32287 7.99257 -6.92776 -0.239
C 4.35365 6.89179 -7.23076 -0.127
O 3.09872 7.46547 -6.88925 -0.326
H 6.18918 7.98004 -7.59085 0.299
H 5.66933 7.97162 -5.89037 0.218
H 4.34283 6.62357 -8.29149 0.236
H 4.54485 5.99451 -6.64016 0.167
```

Computed properties:
structure (SMILES)	CC1=C(CCCN)C(=O)c2cc(P(C)C)cc(-c3ccccc3)c2C1=O.O=C1OCCO1.O=C1OCCO1.O=C1OCCO1.O=C1OCCO1.O=C1OCCO1.O=C1OCCO1.O=C1OCCO1.O=C1OCCO1.O=C1OCCO1
HOMO energy	-7.7	eV
orbital gap	6.85	eV
energy above the lowest of the compared OMol25 structures with the same formula, charge and spin	1027.77	kJ/mol
lowest unoccupied orbital energy	-0.0325	Eh

# 3
Molecular formula: C2H6ClOPS
Method: DFT, ωB97M-V/def2-TZVPD

Structure (XYZ):
```
12
Properties=species:S:1:pos:R:3:nbo_charge:R:1
C -0.23245 1.02561 -1.09184 -0.944
C 0.53331 -0.96043 1.15474 -0.964
O 0.76794 1.20316 3.17525 -0.966
P 0.94768 0.66008 0.32461 1.035
S 1.11522 2.12458 2.03474 0.541
Cl 2.53258 0.09211 -0.81630 -0.265
H -1.29065 1.07453 -0.98547 0.257
H 0.04113 0.27250 -1.94080 0.248
H 0.23549 1.95017 -1.45115 0.246
H 0.27279 -0.82046 2.25365 0.304
H 1.51124 -1.43974 1.07388 0.254
H -0.33628 -1.47650 0.66990 0.252
```

Computed properties:
HOMO energy	-7.4	eV
orbital gap	7.52	eV
energy above the lowest of the compared OMol25 structures with the same formula, charge and spin	241.86	kJ/mol
lowest unoccupied orbital energy	0.0030	Eh

# 4
Molecular formula: C30H24BrN4O3Os
Method: DFT, ωB97M-V/def2-TZVPD

Structure (XYZ):
```
63
Properties=species:S:1:pos:R:3:nbo_charge:R:1
Os -0.31787 -0.43097 -0.13960 1.198
Br -5.52910 4.79943 -0.85098 0.105
C -4.15173 3.52373 -1.01272 -0.127
C -4.01392 2.79832 -2.19761 -0.157
C -3.01498 1.85816 -2.32910 -0.237
C -2.14178 1.59948 -1.27098 0.348
O -1.17637 0.70312 -1.47865 -0.661
C -2.27936 2.33199 -0.07086 -0.154
C -1.45396 2.12581 1.08643 0.225
N -0.62383 1.15082 1.25028 -0.499
C 0.06552 0.96818 2.48135 0.090
C -0.24029 1.54648 3.68422 -0.176
C 0.53672 1.25957 4.82536 -0.183
C 1.59782 0.40285 4.76129 -0.150
C 1.91708 -0.23692 3.54111 -0.104
C 2.98142 -1.15205 3.38439 -0.080
C 3.20987 -1.72361 2.16483 -0.253
C 2.34649 -1.42598 1.10083 0.116
N 1.34557 -0.57653 1.21188 -0.440
C 1.12837 0.03825 2.41343 0.244
C -3.28900 3.30489 0.03164 -0.170
H -4.69672 2.97906 -3.01667 0.244
H -2.89245 1.29823 -3.24541 0.244
H -1.56864 2.85316 1.88676 0.198
H -1.08532 2.21319 3.78712 0.229
H 0.27748 1.73191 5.76257 0.239
H 2.19517 0.19268 5.63854 0.234
H 3.60656 -1.39110 4.23545 0.239
H 4.01630 -2.42489 2.00906 0.248
H 2.47309 -1.88797 0.12976 0.228
H -3.39230 3.86929 0.94958 0.232
C 2.20915 -0.61604 -3.60546 -0.675
C 1.26903 -0.90326 -2.48583 0.296
N 1.25239 -0.19700 -1.38872 -0.138
O 2.11536 0.88761 -1.32628 -0.525
C 0.32449 -1.96054 -2.52512 0.011
C 0.18842 -2.96536 -3.61672 -0.659
N -0.48230 -1.97469 -1.45641 0.076
O -1.43232 -2.76294 -1.36022 -0.427
H 2.51401 0.42602 -3.60429 0.257
H 1.73330 -0.86267 -4.55172 0.249
H 3.10441 -1.23439 -3.51081 0.252
H 2.01869 1.22235 -0.42530 0.483
H 1.16396 -3.25977 -4.00224 0.225
H -0.40818 -2.58665 -4.44999 0.234
H -0.32155 -3.84282 -3.22464 0.262
C -5.03834 -1.07717 2.41291 -0.209
C -4.50739 -0.43860 1.27149 -0.191
C -3.22235 -0.68988 0.88701 -0.231
C -2.38820 -1.58071 1.61332 -0.017
C -1.02445 -1.81189 1.25599 -0.164
C -0.34460 -2.81633 1.89226 -0.255
C -0.92387 -3.54522 2.95354 -0.204
C -2.18218 -3.25087 3.38795 -0.178
C -2.94764 -2.26774 2.71890 -0.071
C -4.28096 -1.97721 3.10411 -0.172
H -6.05630 -0.87322 2.71666 0.225
H -5.12890 0.22846 0.68806 0.221
H -2.85954 -0.24050 -0.03351 0.191
H 0.65564 -3.09086 1.58653 0.201
H -0.35346 -4.33422 3.42665 0.221
H -2.62270 -3.78284 4.22169 0.220
H -4.69571 -2.50237 3.95588 0.221
```

Computed properties:
HOMO energy	-10.4	eV
orbital gap	6.27	eV
energy above the lowest of the compared OMol25 structures with the same formula, charge and spin	0.00	kJ/mol
net charge	+1
lowest unoccupied orbital energy	-0.1521	Eh

# 5
Molecular formula: C7H38O12
Method: DFT, ωB97M-V/def2-TZVPD

Structure (XYZ):
```
57
Properties=species:S:1:pos:R:3:nbo_charge:R:1
C 12.23208 -19.72745 12.89921 -0.260
O 12.78640 -18.55620 12.28224 -0.787
H 12.72113 -19.97513 13.83552 0.200
H 11.14744 -19.59071 12.95674 0.150
H 12.36735 -20.53887 12.17977 0.173
H 12.97459 -17.89794 12.98644 0.514
C 7.82116 -19.15160 15.17721 -0.247
O 9.03752 -18.69371 15.74366 -0.758
H 7.19551 -18.31652 14.84833 0.168
H 7.93930 -19.84525 14.33275 0.152
H 7.30722 -19.70824 15.96020 0.193
H 9.52641 -18.14816 15.09894 0.502
C 16.16193 -17.40047 10.28904 -0.258
O 15.91867 -18.78152 10.06083 -0.754
H 15.54841 -16.77864 9.61965 0.167
H 15.86146 -17.11882 11.30553 0.167
H 17.18968 -17.11524 10.08561 0.183
H 14.95074 -18.88062 10.04341 0.497
C 10.42588 -21.43133 9.05108 -0.252
O 11.42412 -20.76364 8.25767 -0.733
H 10.22621 -22.38596 8.56082 0.180
H 10.77878 -21.53291 10.07015 0.183
H 9.47699 -20.88866 9.04439 0.166
H 10.97762 -20.22202 7.60059 0.480
C 15.10342 -23.16442 12.68074 -0.242
O 15.79168 -22.44416 13.67489 -0.743
H 14.37671 -22.54238 12.14400 0.145
H 15.78602 -23.62890 11.95575 0.160
H 14.53486 -23.98950 13.11598 0.173
H 16.11243 -21.60410 13.31276 0.494
C 14.03834 -18.76509 16.84252 -0.248
O 13.32993 -19.57010 17.80250 -0.741
H 14.77021 -18.15678 17.36122 0.182
H 14.55740 -19.40750 16.12010 0.163
H 13.32472 -18.14884 16.27461 0.150
H 12.82074 -20.20898 17.28211 0.488
C 8.01581 -18.36857 11.31870 -0.253
O 8.71353 -17.13022 11.16436 -0.754
H 8.62420 -19.09864 11.84440 0.183
H 7.11193 -18.22039 11.92462 0.171
H 7.69512 -18.75319 10.34780 0.175
H 8.18485 -16.49981 10.67264 0.483
O 12.77559 -16.27587 13.84020 -0.965
H 11.87499 -16.58567 14.05644 0.494
H 12.64979 -15.40067 13.46061 0.479
O 13.06847 -18.97001 9.51625 -0.999
H 13.12258 -18.97767 10.49803 0.483
H 12.38930 -19.64939 9.29658 0.492
O 11.03236 -20.54024 16.32922 -0.986
H 10.40754 -19.80149 16.13848 0.500
H 10.63212 -21.32098 15.93515 0.466
O 9.96776 -16.92725 13.74592 -0.981
H 9.66731 -16.01514 13.65746 0.493
H 9.91428 -17.28382 12.84086 0.512
O 16.16890 -19.61774 12.84888 -0.966
H 16.30762 -19.45443 11.89983 0.498
H 15.21025 -19.70387 12.92505 0.465
```

Computed properties:
structure (SMILES)	CO.CO.CO.CO.CO.CO.CO.O.O.O.O.O
HOMO energy	-9.3	eV
orbital gap	9.07	eV
energy above the lowest of the compared OMol25 structures with the same formula, charge and spin	331.26	kJ/mol
lowest unoccupied orbital energy	-0.0097	Eh

# 6
Molecular formula: C5H11O2Si
Method: DFT, ωB97M-V/def2-TZVPD

Structure (XYZ):
```
19
Properties=species:S:1:pos:R:3:nbo_charge:R:1
C 3.22792 -1.15075 1.16698 1.033
C -0.70673 1.99488 1.28657 -0.624
C 0.69160 0.13677 -1.68729 -1.110
C -1.21572 -2.00004 -0.66425 -1.096
C -1.35611 0.96418 0.34841 -0.850
O 3.32930 -2.26924 0.85679 -0.556
O 3.17451 -0.11506 1.62073 -0.511
Si -0.04519 -0.49729 -0.00159 0.603
H -0.22877 2.94634 0.90511 0.177
H -1.44345 2.27032 2.00003 0.178
H 0.17962 1.59172 1.81256 0.208
H 1.50640 0.74798 -1.18529 0.202
H 1.31696 -0.47093 -2.28931 0.201
H 0.10552 0.70534 -2.35652 0.191
H -2.07759 -1.72115 -1.35927 0.183
H -0.49456 -2.67365 -0.96810 0.199
H -1.74233 -2.60018 0.05893 0.192
H -1.98796 1.47537 -0.47245 0.182
H -2.23342 0.66537 0.92796 0.196
```

Computed properties:
HOMO energy	-2.0	eV
orbital gap	5.45	eV
energy above the lowest of the compared OMol25 structures with the same formula, charge and spin	265.03	kJ/mol
net charge	-1
lowest unoccupied orbital energy	0.1270	Eh